# 1
ORCA calculation (the ωB97M-V functional and the def2-TZVPD basis) on C2H9N2OP3 as an isolated structure in a non-equilibrium geometry.

- ΔE to the lowest compared entry with this formula, charge and spin (kJ/mol) = 595.6
- LUMO energy (alpha / beta) (eV) = -0.5994 / -0.5999
- maximum force (eV/Å) = 4.4

Last column: Löwdin charge in e.
Positions of all 17 atoms, in Å:
C  -1.23722  -0.65864  -0.65269  -0.71
C  0.75614  -2.00350  0.76426  -0.22
N  0.30190  -1.97406  -0.71285  -0.02
N  1.63897  1.99435  -1.44068  -0.41
O  -1.98811  -0.83994  0.39476  -0.04
P  0.15002  1.46408  1.16621  0.52
P  -1.37298  0.32315  -1.99366  0.72
P  0.17957  2.27142  -0.99028  0.41
H  -0.09385  -2.11250  1.44190  0.04
H  1.31477  -1.16902  1.15717  0.00
H  1.34841  -2.98701  0.92984  0.10
H  1.96489  2.50976  -2.20713  -0.08
H  1.11329  -1.52884  -1.15850  0.03
H  -1.54587  -1.07657  1.20316  0.07
H  0.88758  2.47416  1.87268  -0.15
H  -1.00154  2.15243  1.52359  -0.18
H  -2.41597  1.16072  -1.29776  -0.07

Cartesian forces (eV/Å) of the 3 atoms listed first:
3.374 -2.746 0.217
-0.028 -2.297 -1.004
-1.966 2.295 2.744

---

# 2
ORCA calculation (the ωB97M-V functional and the def2-TZVPD basis) on C19H48LaNOP3 as an isolated structure in a non-equilibrium geometry.

- LUMO energy (eV) = -3.0444
- maximum force (eV/Å) = 6.3
- net charge = +1

Last column: Löwdin charge in e.
Positions of all 73 atoms, in Å:
La  -1.01509  -1.02167  -1.32912  1.08
H  -4.56914  -2.29266  -1.64661  0.04
H  -4.65691  -1.66323  -2.05030  0.04
P  -2.00742  -3.49869  0.04656  0.69
P  -2.63847  0.97037  -2.82916  0.68
C  -2.96803  2.65661  -2.18535  -0.27
H  -2.81748  3.38942  -2.99060  0.05
H  -4.00528  2.70580  -1.83526  0.05
H  -2.31596  2.89371  -1.33646  0.02
C  -1.11522  1.31358  -3.81760  -0.30
H  -0.89356  0.46175  -4.47814  0.05
H  -1.31520  2.20080  -4.43730  0.06
H  -0.22740  1.49924  -3.18817  0.02
C  -3.85933  0.95380  -4.19121  -0.27
H  -4.87314  0.96125  -3.77023  0.05
H  -3.70523  1.83482  -4.83343  0.06
H  -3.73348  0.03196  -4.77394  0.05
C  -0.27193  -4.06667  -0.25673  -0.30
H  -0.14790  -5.01905  0.27697  0.06
H  -0.10198  -4.23641  -1.33039  0.05
H  0.48801  -3.35695  0.10553  0.00
C  -2.09709  -3.80034  1.85177  -0.27
H  -3.13153  -3.65991  2.19035  0.05
H  -1.77339  -4.83056  2.06471  0.05
H  -1.46302  -3.09387  2.40093  0.03
C  -2.86447  -5.00289  -0.54963  -0.28
H  -2.73630  -5.07088  -1.63829  0.05
H  -2.43246  -5.88823  -0.05847  0.06
H  -3.93695  -4.92381  -0.33026  0.05
C  -2.90698  -0.32705  0.16257  -0.19
O  -3.65776  0.13409  0.92013  0.10
H  -1.66996  -2.05302  -2.78729  -0.27
C  1.34784  1.36529  3.57651  -0.09
C  0.49678  0.95167  2.37204  -0.60
C  -0.20726  -0.37139  2.69823  -0.10
C  -0.58876  2.01808  2.19105  -0.09
P  1.47576  0.75730  0.76530  0.94
N  0.37893  0.05999  -0.21153  -0.58
C  1.90650  2.37191  -0.10184  -0.61
C  2.87643  3.16966  0.78207  -0.07
C  2.51833  2.08934  -1.48961  -0.10
C  0.65313  3.21430  -0.39128  -0.10
C  2.99818  -0.35580  1.00533  -0.59
C  3.81197  0.00829  2.27033  -0.08
C  2.52743  -1.81333  1.09828  -0.10
C  3.96204  -0.28959  -0.19367  -0.09
H  0.66251  1.72557  4.36027  0.10
H  2.03082  2.19611  3.35115  0.07
H  1.90491  0.52578  4.00803  0.07
H  -0.74472  -0.27110  3.65274  0.10
H  -0.94113  -0.61541  1.91652  0.03
H  0.48492  -1.20874  2.82077  0.06
H  -0.16790  3.02867  2.23919  0.08
H  -1.14329  1.88373  1.25499  0.06
H  -1.30955  1.93630  3.01881  0.10
H  3.83116  2.64683  0.94149  0.07
H  3.11401  4.12026  0.28044  0.10
H  2.43311  3.43055  1.75619  0.07
H  1.95918  1.29853  -2.01247  0.06
H  2.46118  3.00924  -2.09213  0.09
H  3.57544  1.81495  -1.45032  0.06
H  -0.10428  2.59930  -0.89971  0.04
H  0.20773  3.66748  0.49560  0.06
H  0.92971  4.04847  -1.05516  0.10
H  3.36719  -0.40381  3.18446  0.07
H  4.81833  -0.43164  2.18977  0.10
H  3.96154  1.08929  2.38815  0.07
H  2.13417  -2.15687  0.13004  0.06
H  3.37746  -2.45205  1.37662  0.10
H  1.75173  -1.97018  1.85356  0.05
H  3.43939  -0.42197  -1.14966  0.08
H  4.53685  0.64283  -0.20703  0.07
H  4.69229  -1.10915  -0.09908  0.10

Cartesian forces (eV/Å) of the 3 atoms listed first:
-0.310 -0.166 0.572
-0.031 0.294 -0.170
0.047 -0.271 0.182

---

Please write out number 1 again, unchanged.
ORCA calculation (the ωB97M-V functional and the def2-TZVPD basis) on C2H9N2OP3 as an isolated structure in a non-equilibrium geometry.

- ΔE to the lowest compared entry with this formula, charge and spin (kJ/mol) = 595.6
- LUMO energy (alpha / beta) (eV) = -0.5994 / -0.5999
- maximum force (eV/Å) = 4.4

Last column: Löwdin charge in e.
Positions of all 17 atoms, in Å:
C  -1.23722  -0.65864  -0.65269  -0.71
C  0.75614  -2.00350  0.76426  -0.22
N  0.30190  -1.97406  -0.71285  -0.02
N  1.63897  1.99435  -1.44068  -0.41
O  -1.98811  -0.83994  0.39476  -0.04
P  0.15002  1.46408  1.16621  0.52
P  -1.37298  0.32315  -1.99366  0.72
P  0.17957  2.27142  -0.99028  0.41
H  -0.09385  -2.11250  1.44190  0.04
H  1.31477  -1.16902  1.15717  0.00
H  1.34841  -2.98701  0.92984  0.10
H  1.96489  2.50976  -2.20713  -0.08
H  1.11329  -1.52884  -1.15850  0.03
H  -1.54587  -1.07657  1.20316  0.07
H  0.88758  2.47416  1.87268  -0.15
H  -1.00154  2.15243  1.52359  -0.18
H  -2.41597  1.16072  -1.29776  -0.07

Cartesian forces (eV/Å) of the 3 atoms listed first:
3.374 -2.746 0.217
-0.028 -2.297 -1.004
-1.966 2.295 2.744

---

Q: Which of these has the lowest maximum force?
A: C2H9N2OP3

---

Q: Among the records above, which one has the lowest maximum force?
A: C2H9N2OP3